# 1
Below is a 7-piece molecular cluster, C12H39N3O10PS2 overall, with properties calculated with wB97M-V/def2-TZVPD.

```
! wB97M-V def2-TZVPD RIJCOSX def2/J DEFGRID3
* xyz 1 1
C -0.748 3.925 4.828
C -0.295 4.025 3.221
C -1.629 3.548 2.368
C 1.062 3.165 2.894
C 2.296 3.888 3.750
C 1.515 3.150 1.318
O 0.649 2.366 0.425
C 0.971 0.903 0.518
N 0.710 0.342 -0.861
C -0.614 -0.417 -0.885
N -1.551 -0.150 -1.881
S -1.223 1.036 -3.135
C -2.906 -0.887 -1.870
S -2.724 -2.586 -2.649
O -2.810 -3.736 -1.572
O -3.860 -2.907 -3.690
N -0.831 -1.433 0.214
C -0.089 -1.080 1.488
P 1.468 -2.154 1.743
C 2.042 -3.035 0.151
C 2.879 -1.230 2.636
O 0.123 0.372 1.590
H -1.285 4.926 5.111
H 0.161 3.757 5.546
H -1.464 2.984 4.975
H -0.143 5.175 3.020
H -1.834 2.380 2.481
H -2.615 4.087 2.700
H -1.498 3.733 1.213
H 0.931 2.100 3.379
H 3.364 3.571 3.365
H 2.163 5.057 3.839
H 2.215 3.449 4.857
H 2.666 2.881 1.241
H 1.440 4.280 0.940
H 2.124 0.839 0.707
H 1.499 -0.234 -1.227
H -0.448 0.436 -4.154
H -3.245 -0.954 -0.732
H -3.756 -0.266 -2.409
H -1.481 -2.779 -3.312
H -0.666 -2.415 -0.095
H -0.833 -1.362 2.380
H 2.501 -2.323 -0.656
H 1.113 -3.667 -0.240
H 2.847 -3.853 0.474
H 3.373 -0.357 2.031
H 2.516 -0.853 3.685
H 3.746 -2.032 2.809
O 4.427 -3.628 -1.652
H 4.864 -4.489 -1.739
H 4.369 -3.302 -2.563
O -1.634 -0.019 -6.529
H -2.510 0.394 -6.535
H -1.809 -0.935 -6.266
O 2.849 -3.438 -4.059
H 2.458 -2.732 -3.523
H 2.113 -3.752 -4.605
O -5.094 -3.430 0.149
H -5.082 -2.461 0.140
H -4.485 -3.678 -0.563
O -2.496 -2.060 3.635
H -2.844 -1.724 4.474
H -3.269 -2.456 3.203
O 0.409 0.435 -8.772
H 0.069 1.147 -9.335
H -0.160 0.464 -7.988
*
```

Values from the calculation:
HOMO, eV: -10.91


# 2
Below is C33H33CdClIN7O9S as an isolated structure, with properties calculated with wB97M-V/def2-TZVPD.

```
! wB97M-V def2-TZVPD RIJCOSX def2/J DEFGRID3
* xyz -2 1
Cd 1.139 1.139 -0.112
O 3.028 4.104 -2.535
C 2.573 3.391 -1.644
O 2.553 2.109 -1.646
C 1.916 4.047 -0.390
O 2.456 5.007 0.167
O 0.812 3.499 -0.047
N -3.201 2.536 -1.250
C -3.560 2.323 -2.588
C -4.896 2.333 -2.960
C -5.262 2.157 -4.289
C -4.289 1.943 -5.250
C -2.952 1.896 -4.873
C -2.578 2.101 -3.555
S -0.877 2.092 -3.089
N -0.969 1.786 -1.442
C -1.989 2.074 -0.745
C -1.916 1.930 0.737
C -2.888 2.447 1.589
C -2.776 2.206 2.946
C -1.713 1.455 3.414
C -0.768 1.018 2.498
N -0.861 1.273 1.202
H -3.973 2.445 -0.610
H -5.654 2.484 -2.201
H -6.309 2.178 -4.562
H -4.564 1.797 -6.286
H -2.184 1.700 -5.610
H -3.708 3.049 1.223
H -3.513 2.607 3.631
H -1.594 1.235 4.466
H 0.111 0.469 2.811
N 2.124 3.207 4.615
C 1.701 3.278 3.324
O 1.934 2.386 2.526
C 0.993 4.533 2.874
I -0.197 5.503 4.383
H 2.758 2.455 4.836
H 2.052 3.996 5.231
H 0.362 4.297 2.019
H 1.721 5.268 2.538
C -2.103 -5.699 -0.964
C -0.625 -5.974 -1.211
N 0.134 -4.750 -1.423
C 1.038 -4.335 -0.354
C 0.323 -3.990 0.943
C 0.040 -4.176 -2.648
O -0.573 -4.714 -3.566
C 0.671 -2.833 -2.847
C 1.452 -2.594 -3.970
C 2.001 -1.336 -4.146
C 1.744 -0.351 -3.199
N 0.965 -0.572 -2.142
C 0.440 -1.779 -1.971
H -2.631 -6.630 -0.747
H -2.545 -5.251 -1.852
H -2.246 -5.008 -0.133
H -0.508 -6.611 -2.091
H -0.178 -6.485 -0.355
H 1.623 -3.487 -0.699
H 1.745 -5.160 -0.182
H -0.352 -3.141 0.821
H 1.063 -3.741 1.705
H -0.262 -4.837 1.307
H 1.610 -3.390 -4.688
H 2.627 -1.113 -4.999
H 2.189 0.636 -3.246
H -0.204 -1.895 -1.105
O -3.431 -0.551 0.624
N -2.733 -1.581 0.736
O -3.247 -2.659 1.087
O -1.508 -1.529 0.478
Cl 4.920 0.721 5.990
C 4.208 0.293 4.438
C 3.070 -0.495 4.401
C 2.508 -0.813 3.176
C 3.037 -0.336 1.963
C 2.373 -0.574 0.690
C 4.214 0.431 2.052
C 4.792 0.745 3.264
H 2.632 -0.859 5.322
H 1.614 -1.426 3.150
H 1.683 -1.417 0.738
H 3.071 -0.686 -0.142
H 4.639 0.835 1.141
H 5.679 1.365 3.306
*
```

Values from the calculation:
Energy above the lowest of the compared OMol25 structures with the same formula, charge and spin, kcal/mol: 21.1
HOMO, eV: -2.32


# 3
Below is C19H20BIrN10O2 as an isolated structure, with properties calculated with wB97M-V/def2-TZVPD.

```
! wB97M-V def2-TZVPD RIJCOSX def2/J DEFGRID3
* xyz 3 2
Ir 0.832 0.461 -1.226
C -1.093 3.938 0.364
C 0.055 3.261 -0.015
N -0.281 2.060 -0.493
N -1.621 1.943 -0.453
C -2.131 3.068 0.074
B -2.356 0.680 -0.968
N -1.873 -0.530 -0.123
C -2.504 -1.441 0.640
C -1.584 -2.352 1.120
C -0.369 -1.926 0.601
N -0.556 -0.831 -0.132
N -1.892 0.441 -2.429
C -2.614 0.303 -3.552
C -1.755 0.112 -4.620
C -0.486 0.150 -4.065
N -0.588 0.337 -2.749
N -3.851 0.984 -0.969
C -4.969 0.473 -0.428
C -6.045 1.270 -0.822
C -5.470 2.276 -1.636
N -4.180 2.075 -1.748
H -1.165 4.924 0.789
H 1.083 3.583 0.043
H -3.186 3.215 0.219
H -3.560 -1.424 0.820
H -1.777 -3.207 1.745
H 0.605 -2.374 0.709
H -3.688 0.350 -3.561
H -2.020 -0.026 -5.654
H 0.470 0.041 -4.553
H -5.016 -0.395 0.203
H -7.093 1.105 -0.627
H -5.964 3.080 -2.157
O 3.630 -0.280 5.653
C 4.249 -1.227 4.908
N 3.915 -1.019 3.554
C 4.296 -1.921 2.551
O 4.880 -2.925 2.856
C 4.009 -1.569 1.118
C 4.843 -2.129 0.147
C 4.583 -1.883 -1.186
C 3.489 -1.105 -1.522
N 2.663 -0.588 -0.596
C 2.922 -0.811 0.705
H 3.958 -0.240 6.566
H 3.968 -2.278 5.181
H 5.361 -1.232 5.028
H 3.490 -0.115 3.350
H 5.683 -2.742 0.449
H 5.215 -2.289 -1.963
H 3.264 -0.894 -2.559
H 2.222 -0.378 1.411
*
```

Values from the calculation:
Energy above the lowest of the compared OMol25 structures with the same formula, charge and spin, kcal/mol: 14.8
<S²>: 0.759
HOMO (alpha / beta), eV: -15.76 / -15.76


# 4
Below is C36H44CeF4N7O6 as an isolated structure, with properties calculated with wB97M-V/def2-TZVPD.

```
! wB97M-V def2-TZVPD RIJCOSX def2/J DEFGRID3
* xyz 1 1
Ce -0.405 0.052 0.256
C -3.487 1.085 -1.435
C -3.897 0.231 -0.240
N -3.099 0.517 0.970
C -3.482 1.834 1.528
C -2.417 2.531 2.375
C -3.366 -0.563 1.935
C -2.384 -0.641 3.109
N -1.042 -0.211 2.739
C -0.139 -0.170 3.710
C 1.133 0.418 3.430
F 1.356 0.806 2.147
C 2.111 0.642 4.356
F 3.236 1.244 3.982
C 1.928 0.276 5.681
C 0.741 -0.369 5.995
F 0.548 -0.769 7.246
C -0.246 -0.609 5.069
F -1.304 -1.290 5.491
H -3.945 0.686 -2.339
H -2.401 1.055 -1.551
H -3.805 2.122 -1.335
H -3.725 -0.815 -0.503
H -4.970 0.357 -0.032
H -4.407 1.728 2.111
H -3.695 2.502 0.695
H -2.294 2.072 3.355
H -2.719 3.566 2.531
H -1.459 2.530 1.859
H -3.287 -1.502 1.397
H -4.385 -0.472 2.335
H -2.378 -1.680 3.449
H -2.747 -0.030 3.941
H 2.664 0.492 6.440
N 2.036 0.626 -0.540
C 2.196 2.045 -0.923
C 3.627 2.522 -0.603
C 4.099 3.961 -0.937
C 4.011 4.419 -2.421
N 2.719 4.795 -2.987
C 1.956 5.786 -2.534
N 0.747 5.953 -3.084
N 2.490 6.794 -1.815
C 1.044 2.905 -0.292
O 1.163 4.128 -0.269
O 0.018 2.276 0.096
H 2.567 0.452 0.309
H 2.421 0.017 -1.254
H 2.028 2.114 -1.997
H 4.312 1.845 -1.123
H 3.765 2.377 0.473
H 5.158 4.007 -0.675
H 3.553 4.650 -0.298
H 4.394 3.618 -3.053
H 4.665 5.285 -2.552
H 2.202 4.099 -3.513
H 0.332 5.118 -3.490
H 0.112 6.585 -2.629
H 3.327 6.587 -1.298
H 1.832 7.370 -1.316
C 0.167 -8.066 2.244
C 0.034 -6.624 1.845
C -0.895 -6.215 0.902
C -1.024 -4.882 0.530
C -2.104 -4.509 -0.454
C -0.171 -3.929 1.111
C 0.758 -4.324 2.095
C 1.631 -3.329 2.816
C 0.842 -5.662 2.441
C -0.255 -2.494 0.692
O 0.806 -1.803 0.597
O -1.385 -1.988 0.440
H -0.385 -8.719 1.571
H -0.217 -8.210 3.255
H 1.214 -8.367 2.238
H -1.550 -6.948 0.445
H -2.443 -5.380 -1.011
H -1.766 -3.737 -1.141
H -2.956 -4.104 0.094
H 2.452 -3.006 2.176
H 2.040 -3.762 3.728
H 1.055 -2.444 3.076
H 1.547 -5.970 3.204
O -0.592 -1.588 -2.031
C -0.486 -0.660 -2.822
N -0.276 0.631 -2.421
C -0.094 1.398 -3.521
O 0.213 2.592 -3.536
C -0.275 0.560 -4.755
C -0.232 0.864 -6.097
C -0.449 -0.177 -6.999
C -0.703 -1.469 -6.558
C -0.740 -1.768 -5.196
C -0.524 -0.732 -4.314
H -0.031 1.869 -6.441
H -0.425 0.023 -8.062
H -0.869 -2.260 -7.278
H -0.918 -2.774 -4.840
*
```

Values from the calculation:
Energy above the lowest of the compared OMol25 structures with the same formula, charge and spin, kcal/mol: 6.3
HOMO (alpha / beta), eV: -9.43 / -9.46


# 5
Below is one molecule with the formula C10H13N3O, with properties calculated with wB97M-V/def2-TZVPD.

```
! wB97M-V def2-TZVPD RIJCOSX def2/J DEFGRID3
* xyz 0 3
C -2.959 0.356 -1.781
C -2.047 0.363 -0.797
C -1.078 0.734 -2.670
C 1.562 0.587 -1.077
C 0.316 0.588 -0.647
C 2.489 0.290 -0.024
C 0.439 0.226 1.101
C -0.179 1.364 1.856
C 0.164 -2.359 0.630
C 0.014 -1.140 1.579
N -2.333 0.585 -2.985
N 3.722 0.368 -0.190
N -0.872 0.557 -1.367
O 1.897 0.133 1.222
H -3.996 0.192 -1.838
H -2.127 0.355 0.274
H -0.430 0.800 -3.487
H 1.970 0.977 -1.971
H 0.706 2.020 2.166
H -0.757 1.024 2.748
H -0.823 1.890 1.240
H 1.138 -2.350 0.272
H -0.504 -2.190 -0.263
H -0.225 -3.245 1.031
H 0.532 -1.305 2.510
H -1.053 -0.940 1.951
H 4.433 0.117 0.516
*
```

Values from the calculation:
Energy above the lowest of the compared OMol25 structures with the same formula, charge and spin, kcal/mol: 2.5
<S²>: 2.025
HOMO (alpha / beta), eV: -5.74 / -9.22


# 6
Below is a 2-piece molecular cluster, C2H7S2 overall, with properties calculated with wB97M-V/def2-TZVPD.

```
! wB97M-V def2-TZVPD RIJCOSX def2/J DEFGRID3
* xyz -1 1
C -2.010 1.058 0.819
S -1.470 -0.217 -0.335
H -1.441 2.008 0.820
H -1.972 0.624 1.820
H -3.004 1.506 0.585
H 0.125 -1.070 0.696
C 2.008 -0.668 -0.996
S 1.489 -1.644 0.535
H 1.064 -0.578 -1.652
H 2.755 -1.291 -1.564
H 2.457 0.272 -0.729
*
```

Values from the calculation:
Energy above the lowest of the compared OMol25 structures with the same formula, charge and spin, kcal/mol: 20.7
HOMO, eV: -2.69


# 7
Below is C37H40CrNP3 as an isolated structure, with properties calculated with wB97M-V/def2-TZVPD.

```
! wB97M-V def2-TZVPD RIJCOSX def2/J DEFGRID3
* xyz 1 4
C 3.586 0.217 3.837
C 2.919 0.382 2.628
C 2.616 -0.770 1.848
C 3.059 -2.045 2.272
C 3.659 -2.177 3.532
C 3.927 -1.055 4.305
C 2.983 -3.187 1.369
C 2.960 -2.825 -0.038
C 2.622 -1.505 -0.413
C 2.983 -1.018 -1.697
C 3.478 -1.917 -2.636
C 3.633 -3.272 -2.320
C 3.373 -3.727 -1.032
H 3.848 1.103 4.416
H 3.949 -3.173 3.866
H 4.427 -1.163 5.266
H 3.758 -3.936 1.579
H 3.767 -1.541 -3.618
H 3.992 -3.963 -3.079
H 3.531 -4.771 -0.756
N 2.084 -0.655 0.561
Cr 0.569 0.446 0.086
C 2.618 1.781 2.109
H 3.239 2.025 1.228
H 2.826 2.518 2.896
C 2.886 0.472 -2.008
H 3.445 1.080 -1.276
H 3.278 0.678 -3.010
P 0.870 2.020 1.619
P 1.146 1.039 -1.995
C 0.428 0.128 -3.386
H -0.621 -0.104 -3.178
H 0.497 0.730 -4.303
H 0.953 -0.825 -3.519
C 1.101 2.785 -2.435
H 1.239 2.895 -3.519
H 0.127 3.203 -2.152
H 1.890 3.332 -1.901
C -0.053 1.661 3.135
H -0.058 2.542 3.789
H -1.084 1.377 2.890
H 0.419 0.824 3.663
C 0.677 3.775 1.264
H -0.310 3.956 0.822
H 0.778 4.354 2.193
H 1.442 4.097 0.546
H 1.871 -4.126 1.738
H 1.373 -4.688 2.039
C -4.854 -0.652 3.086
C -3.590 -1.250 3.150
C -2.616 -0.939 2.200
C -2.902 -0.005 1.185
C -4.170 0.595 1.128
C -5.145 0.263 2.072
P -1.677 0.207 -0.148
C -2.113 -1.198 -1.230
C -1.238 -2.300 -1.327
C -1.585 -3.383 -2.136
C -2.822 -3.407 -2.793
C -3.725 -2.351 -2.626
C -3.375 -1.251 -1.838
C -2.287 1.713 -1.001
C -2.498 1.767 -2.386
C -2.757 2.990 -3.008
C -2.799 4.168 -2.260
C -2.606 4.121 -0.876
C -2.379 2.899 -0.245
H -5.615 -0.903 3.826
H -3.362 -1.968 3.937
H -1.639 -1.430 2.230
H -4.407 1.316 0.345
H -6.131 0.722 2.001
H -0.293 -2.309 -0.774
H -0.886 -4.215 -2.248
H -3.087 -4.256 -3.426
H -4.704 -2.376 -3.108
H -4.088 -0.435 -1.697
H -2.487 0.858 -2.986
H -2.929 3.014 -4.085
H -2.993 5.124 -2.750
H -2.651 5.036 -0.282
H -2.288 2.859 0.845
*
```

Values from the calculation:
Energy above the lowest of the compared OMol25 structures with the same formula, charge and spin, kcal/mol: 24.5
<S²>: 3.961
HOMO (alpha / beta), eV: -8.61 / -10.08


# 8
Below is C2Cl2FNO2 as an isolated structure, with properties calculated with wB97M-V/def2-TZVPD.

```
! wB97M-V def2-TZVPD RIJCOSX def2/J DEFGRID3
* xyz 0 1
C 1.324 0.432 0.329
C -1.066 -0.028 -0.124
N 0.333 -0.493 1.001
O 0.310 -1.790 1.050
O 1.496 1.555 0.720
F 1.350 0.036 -1.091
Cl -1.392 1.284 -1.361
Cl -2.355 -0.997 -0.522
*
```

Values from the calculation:
Energy above the lowest of the compared OMol25 structures with the same formula, charge and spin, kcal/mol: 123.7
HOMO (alpha / beta), eV: -9.03 / -9.04